ORCA calculation (ωB97M-V/def2-TZVPD) on C3H4BrClO in the gas phase in a non-equilibrium geometry.

Calculated values
Total energy = -87786.732 eV
Multiplicity = 1
ΔE to the lowest compared entry with this formula, charge and spin = 121.2 kJ/mol
Net charge = 0

```
10
C3H4BrClO ωB97M-V/def2-TZVPD
C -0.8836 0.0122 0.3613
C -0.0227 -0.7116 -0.3489
C 1.2140 -0.0890 -0.8386
O 1.5911 0.9440 -0.0783
Cl 2.5482 -1.3563 -0.6544
Br 1.2607 0.3234 -2.8604
H -1.9394 -0.2250 0.7062
H -0.5811 0.9533 0.4260
H -0.1513 -1.7845 -0.5702
H 2.4509 0.8602 0.2133
```



ORCA calculation (ωB97M-V/def2-TZVPD) on C3H4BrF in the gas phase in a non-equilibrium geometry.

Calculated values
Total energy = -75928.827 eV
Multiplicity = 3
ΔE to the lowest compared entry with this formula, charge and spin = 239.8 kJ/mol
Net charge = 0

```
9
C3H4BrF ωB97M-V/def2-TZVPD
C 1.2065 -0.7262 -0.0132
C -0.0868 -0.2785 -0.1722
C -0.9511 0.8537 -0.0179
F -1.1051 0.4776 1.2594
Br 2.9075 -0.0841 0.6542
H 1.1425 -1.8083 -0.3631
H -0.4588 -1.0817 -0.7628
H -1.8611 0.7102 -0.5160
H -0.7935 1.9373 -0.0684
```



ORCA calculation (ωB97M-V/def2-TZVPD) on C3H4BrF3O in the gas phase in a non-equilibrium geometry.

Calculated values
Total energy = -83412.753 eV
Multiplicity = 3
ΔE to the lowest compared entry with this formula, charge and spin = 125.4 kJ/mol
Net charge = 0

```
12
C3H4BrF3O ωB97M-V/def2-TZVPD
C -0.4687 0.4364 -0.2062
C 0.1904 -0.7701 -0.8189
C -0.2715 0.5799 1.3927
O 1.5193 -0.9200 -0.4553
F 0.0093 1.5943 -0.8094
F -0.8540 1.6783 1.9478
F -0.9384 -0.4983 1.8341
Br -0.1093 -0.9099 -2.8815
H -1.5990 0.2807 -0.2525
H -0.2237 -1.7461 -0.4947
H 0.6707 0.5775 1.7629
H 2.0748 -0.3028 -1.0191
```



ORCA calculation (ωB97M-V/def2-TZVPD) on a molecular structure, C3H4BrI in a non-equilibrium geometry.

Calculated values
Total energy = -81313.916 eV
Multiplicity = 1
ΔE to the lowest compared entry with this formula, charge and spin = 400.3 kJ/mol
Net charge = 0

```
9
C3H4BrI ωB97M-V/def2-TZVPD
C 0.3777 0.1533 1.4169
C 0.1266 0.5494 0.1662
C 0.2090 -0.1731 -1.0112
Br -0.2851 0.6530 -2.5291
I 0.8312 -2.1447 -1.1683
H 0.5740 0.8807 2.2512
H 0.5504 -0.8964 1.7049
H -0.1741 1.6255 0.0298
H -2.2097 -0.6476 -0.8604
```



ORCA calculation (ωB97M-V/def2-TZVPD) on 2 unconnected molecules or ions with the total composition C3H4BrN in a non-equilibrium geometry.

Calculated values
Total energy = -74705.306 eV
Multiplicity = 1
ΔE to the lowest compared entry with this formula, charge and spin = 243.2 kJ/mol
Net charge = 0

```
9
C3H4BrN ωB97M-V/def2-TZVPD
C 0.5351 2.0438 0.2330
C 0.6014 -0.5557 0.2324
C 0.6215 0.7180 0.1866
N 0.4783 -1.7630 0.1163
Br -2.9627 -1.4159 -0.6747
H -0.3855 2.6468 0.3235
H 1.4532 2.6839 0.0816
H -1.6708 -1.8740 -0.6970
H 1.3296 -2.4839 0.1982
```



ORCA calculation (ωB97M-V/def2-TZVPD) on 2 unconnected molecules or ions with the total composition C3H4BrN in a non-equilibrium geometry.

Calculated values
Total energy = -74704.130 eV
Multiplicity = 1
ΔE to the lowest compared entry with this formula, charge and spin = 356.7 kJ/mol
Net charge = 0

```
9
C3H4BrN ωB97M-V/def2-TZVPD
C -0.1569 0.4777 -0.9212
C 0.5502 -0.0768 0.0446
C 0.4543 0.3119 1.3909
N 0.2161 0.7308 2.5099
Br -0.8163 -2.3760 -3.2735
H -0.7433 1.4811 -0.7513
H -0.0963 0.1530 -1.9324
H 1.1163 -1.0769 -0.2057
H -0.5240 0.3752 3.1386
```



ORCA calculation (ωB97M-V/def2-TZVPD) on 2 unconnected molecules or ions with the total composition C3H4BrN3O4 in a non-equilibrium geometry.

Calculated values
Total energy = -85874.840 eV
Multiplicity = 1
ΔE to the lowest compared entry with this formula, charge and spin = 98.6 kJ/mol
Net charge = 0

```
15
C3H4BrN3O4 ωB97M-V/def2-TZVPD
C -0.4030 -0.7969 1.9449
C -0.1124 1.1788 -0.6864
C 0.9136 0.2193 -0.3825
N -0.7904 -1.9098 1.8391
N -1.3594 0.9239 -1.0045
N 0.8556 -1.0846 -0.6042
O 1.8629 -1.7981 -0.5410
O -0.2302 0.2891 2.2975
O 0.2489 2.4659 -0.5070
O -0.3037 -1.5567 -0.8329
Br 2.7590 0.7597 -0.2109
H 1.0155 2.4110 0.1102
H -0.7074 -2.6593 1.0401
H -1.6728 -0.0238 -1.2712
H -2.0760 1.5817 -1.1912
```



ORCA calculation (ωB97M-V/def2-TZVPD) on 2 unconnected molecules or ions with the total composition C3H4BrNO in a non-equilibrium geometry.

Calculated values
Total energy = -76751.849 eV
Multiplicity = 1
ΔE to the lowest compared entry with this formula, charge and spin = 354.2 kJ/mol
Net charge = 0

```
10
C3H4BrNO ωB97M-V/def2-TZVPD
C 0.7519 -1.6885 0.0835
C 0.3556 -2.0545 1.3112
C 1.7954 0.2052 -1.7253
N 1.6192 0.5486 -0.5449
O 0.9897 -1.7269 -1.0627
Br 2.9569 0.4048 0.6780
H -0.2901 -1.5538 1.9405
H 1.2575 -2.3635 1.9481
H 1.0668 0.3149 -2.4453
H 2.7296 -0.0494 -2.1935
```